Entry 1:
A molecular structure, C14H19BiCl3IN4O3 in a non-equilibrium geometry. Source: OMol25; level of theory: ωB97M-V/def2-TZVPD.

gap between HOMO and LUMO (spin up / spin down): 1.63 / 1.66 eV
LUMO energy (spin up / spin down): 4.2 / 4.2 eV
total charge: -2
HOMO level (spin up / spin down): 0.0948 / 0.0937 hartree

Each line ends with the Mulliken charge.
Cartesian coordinates (Å):
C1 -0.526 -4.021 -2.552  -1.677
I1 1.122 -0.251 -3.083  -0.362
H1 -0.030 -3.390 -3.308  0.186
H2 -1.608 -4.124 -2.775  0.397
H3 -0.014 -5.002 -2.581  0.460
C2 3.874 -0.257 2.013  -0.623
C3 4.418 0.235 0.891  -0.652
N1 3.430 0.253 -0.083  0.712
C4 2.267 -0.278 0.394  -1.026
N2 2.552 -0.564 1.707  1.018
H4 4.321 -0.390 2.989  0.399
H5 5.400 0.597 0.676  0.484
C5 -4.351 0.906 -0.651  -0.586
C6 -2.189 0.234 -0.946  -1.080
N3 -3.208 0.383 -0.046  0.783
H6 -4.673 1.443 -2.758  0.425
N4 -2.752 0.660 -2.128  0.703
H7 -5.257 1.104 -0.111  0.340
Bi1 0.080 -0.560 -0.507  0.635
C7 -0.331 -3.253 -1.385  0.088
O1 -0.284 -3.635 -0.238  -0.255
C8 -4.064 1.077 -1.951  -0.584
C9 -2.158 0.730 -3.437  -0.799
H8 -1.944 1.774 -3.712  0.344
H9 -2.852 0.316 -4.184  0.358
H10 -1.207 0.165 -3.453  -0.260
C10 -3.188 0.045 1.363  -0.950
H11 -4.232 0.016 1.702  0.345
H12 -2.642 0.802 1.950  0.179
H13 -2.719 -0.938 1.517  0.260
C11 1.642 -1.104 2.691  -1.046
H14 2.210 -1.657 3.450  0.388
H15 0.933 -1.789 2.210  0.145
H16 1.068 -0.309 3.196  0.269
C12 3.732 0.763 -1.395  -0.344
H17 2.830 0.644 -2.041  -0.575
H18 4.562 0.180 -1.820  0.388
H19 4.002 1.824 -1.331  0.348
Cl1 0.435 4.669 1.773  -0.136
C13 0.455 3.015 2.403  0.513
Cl2 2.083 2.611 3.020  -0.176
Cl3 -0.738 2.848 3.726  -0.239
C14 0.140 1.932 1.253  0.232
O2 0.486 2.136 0.065  -0.413
O3 -0.352 0.837 1.698  -0.616

Force components x, y, z for each atom (eV/Å):
0.32 -1.30 -2.99
0.69 -0.46 -3.19
-0.58 -0.52 -0.39
0.50 0.13 0.04
-0.23 -0.23 0.27
-0.30 -0.09 0.19
-0.34 0.21 -0.44
0.47 -0.52 1.29
1.66 0.12 0.73
0.76 0.29 -0.19
-0.24 -0.05 -0.13
0.29 0.08 0.04
0.36 -0.14 0.26
-1.53 -0.06 -0.67
-0.51 0.58 -0.51
0.02 0.02 -0.07
-0.83 0.12 0.62
-0.08 0.01 0.12
-1.62 -1.66 1.10
-0.03 3.84 2.86
0.03 -1.85 0.59
0.43 -0.17 0.18
0.56 -0.18 -0.53
0.04 -0.21 0.12
0.19 0.04 0.28
-0.87 0.40 -0.08
0.10 0.12 0.42
0.22 -0.09 -0.03
-0.16 -0.45 -0.30
0.00 0.32 -0.11
-0.50 -0.10 0.45
0.05 0.05 -0.21
0.08 0.19 -0.05
0.24 -0.29 -0.34
-0.32 0.11 -0.65
1.29 0.39 0.73
-0.25 0.24 0.01
-0.01 -0.16 0.02
0.03 -0.10 0.11
-0.27 -0.60 -0.70
-0.14 0.15 -0.01
0.18 0.22 -0.04
-0.03 -1.88 -1.26
-0.34 1.25 2.44
0.65 2.23 0.03

=====

Entry 2:
C2H6BrIO2Si in the gas phase in a non-equilibrium geometry. Source: OMol25; level of theory: ωB97M-V/def2-TZVPD.

SMILES string: CO[Si](Br)(I)OC
gap between HOMO and LUMO: 10.25 eV
LUMO energy: 0.4 eV
total charge: 0
HOMO level: -0.3622 hartree

Each line ends with the Mulliken charge.
Cartesian coordinates (Å):
C1 1.807 1.396 -0.625  -0.639
O1 0.872 0.975 0.366  -0.201
Si1 -0.662 0.549 0.268  0.399
Br1 -1.300 1.916 1.896  -0.279
I1 -1.710 1.130 -1.841  -0.111
O2 -1.179 -0.879 0.790  -0.143
C2 -0.912 -2.239 0.478  -0.612
H1 1.226 2.243 -1.223  0.272
H2 2.134 0.654 -1.361  0.262
H3 2.571 1.933 -0.093  0.250
H4 0.105 -2.510 0.699  0.275
H5 -1.331 -2.571 -0.526  0.267
H6 -1.621 -2.596 1.170  0.260

Force components x, y, z for each atom (eV/Å):
-2.43 2.64 -1.32
1.58 -1.18 -0.91
-1.03 0.84 1.01
-0.70 0.10 0.07
0.16 -0.11 -0.04
0.87 0.83 -0.86
-1.71 0.34 -0.90
1.40 -1.64 0.78
0.04 -0.12 0.59
0.71 -0.26 0.02
0.30 -0.21 -0.17
1.05 0.70 0.83
-0.25 -1.92 0.91

=====

Entry 3:
A molecular structure, C19H40BBrO14V in a non-equilibrium geometry. Source: OMol25; level of theory: ωB97M-V/def2-TZVPD.

gap between HOMO and LUMO (spin up / spin down): 9.19 / 9.36 eV
LUMO energy (spin up / spin down): -0.6 / -0.4 eV
total charge: 0
⟨S²⟩: 0.777
HOMO level (spin up / spin down): -0.3589 / -0.3589 hartree
2S+1: 2

Each line ends with the Mulliken charge.
Cartesian coordinates (Å):
O1 -1.673 -1.052 -0.136  -0.385
V1 -0.314 -1.647 0.338  0.446
Br1 -1.079 -4.118 0.041  -0.555
O2 -0.286 2.863 1.776  -0.474
C1 0.612 2.759 1.001  0.191
O3 1.374 3.694 0.495  -0.616
B1 2.356 3.115 -0.460  1.093
O4 2.051 1.645 -0.441  -0.545
C2 1.071 1.424 0.370  0.304
O5 0.539 0.356 0.565  -0.006
O6 3.730 3.375 -0.067  -0.638
C3 4.341 4.108 -1.010  0.545
O7 5.463 4.483 -0.998  -0.555
C4 3.317 4.324 -2.150  0.524
O8 2.197 3.658 -1.798  -0.349
O9 3.484 4.939 -3.143  -0.566
C5 -4.750 -0.921 1.246  -1.123
C6 -4.614 0.572 1.199  -0.086
O10 -3.962 1.018 2.357  -0.321
C7 -3.684 2.417 2.307  -0.194
C8 -3.084 2.821 3.621  -1.026
H1 -3.837 -1.419 1.570  0.049
H2 -5.521 -1.192 1.976  0.396
H3 -5.071 -1.360 0.302  0.350
H4 -4.111 0.910 0.281  0.184
H5 -5.626 1.013 1.142  0.352
H6 -3.000 2.624 1.476  0.188
H7 -4.631 2.951 2.152  0.476
H8 -3.709 2.425 4.428  0.356
H9 -3.078 3.906 3.727  0.385
H10 -2.066 2.464 3.760  0.045
C9 3.527 -3.730 0.710  -1.371
C10 2.149 -3.573 1.337  0.611
C11 2.143 -3.880 2.817  -1.439
O11 1.664 -2.223 1.124  0.071
H11 4.255 -3.036 1.149  0.366
H12 3.507 -3.572 -0.368  0.198
H13 3.910 -4.731 0.911  0.432
H14 1.476 -4.253 0.822  0.165
H15 2.804 -3.186 3.350  0.367
H16 2.476 -4.894 3.022  0.448
H17 1.136 -3.756 3.220  0.239
H18 2.307 -1.640 1.546  0.168
C12 0.245 -2.962 -3.404  -1.509
C13 1.209 -2.451 -2.367  0.944
C14 2.490 -1.926 -2.961  -1.198
O12 0.592 -1.397 -1.571  0.750
H19 0.582 -3.942 -3.744  0.447
H20 0.138 -2.276 -4.244  0.296
H21 -0.738 -3.114 -2.952  0.301
H22 1.427 -3.248 -1.656  0.166
H23 2.310 -1.024 -3.550  0.116
H24 2.907 -2.670 -3.643  0.442
H25 3.228 -1.703 -2.191  0.266
H26 0.209 -0.710 -2.158  -0.189
C15 -1.421 2.703 -3.091  -1.316
C16 -0.857 1.424 -3.667  0.629
C17 0.630 1.508 -3.881  -1.072
O13 -1.075 0.315 -2.751  -0.388
H27 -2.503 2.654 -2.974  0.404
H28 -1.186 3.536 -3.762  0.419
H29 -0.941 2.952 -2.144  0.142
H30 -1.353 1.179 -4.612  0.286
H31 1.150 1.718 -2.944  0.032
H32 0.867 2.341 -4.545  0.588
H33 1.024 0.598 -4.339  0.145
H34 -2.008 0.082 -2.727  0.165
C18 0.252 0.111 3.752  -0.929
C19 -1.089 -0.292 3.162  0.089
O14 -0.977 -1.544 2.412  -0.008
H35 1.061 -0.108 3.052  0.002
H36 0.454 -0.385 4.700  0.391
H37 0.291 1.191 3.901  0.292
H38 -1.479 0.455 2.480  -0.091
H39 -1.817 -0.450 3.955  0.530
H40 -1.412 -2.250 2.896  0.161

Force components x, y, z for each atom (eV/Å):
0.76 -0.20 0.24
-1.65 0.72 -0.98
0.51 0.92 0.28
-0.39 0.04 0.40
0.34 -0.12 -0.31
0.04 -0.04 -0.01
0.37 0.48 -0.12
-0.07 -0.22 0.14
0.11 0.43 -0.54
-0.34 -1.13 0.65
0.00 0.05 0.04
-0.51 -0.39 0.03
0.49 0.20 0.09
-0.34 -0.52 0.70
0.09 0.21 -0.09
0.03 0.32 -0.65
-0.42 -0.69 0.53
-0.56 0.22 -0.58
0.30 0.26 -0.02
-0.18 -0.35 0.03
-0.14 0.15 0.55
0.17 0.13 -0.21
0.09 0.03 0.00
0.13 0.17 -0.13
0.31 -0.09 0.19
0.14 0.05 0.07
-0.08 0.07 -0.05
0.09 0.05 -0.14
0.08 0.02 -0.03
0.09 0.01 -0.09
0.02 -0.04 -0.12
0.17 0.16 0.23
0.73 -0.64 -0.03
-0.17 0.36 0.18
0.02 -0.33 -0.10
-0.13 0.04 -0.04
-0.04 0.01 0.01
-0.09 -0.05 -0.08
-0.30 0.29 -0.02
0.01 -0.09 0.00
0.04 -0.06 -0.07
0.04 -0.05 -0.01
-0.18 0.28 -0.15
-0.44 -0.32 0.15
-0.05 0.25 0.22
0.29 -0.06 -0.20
0.41 -0.74 0.52
0.03 0.11 -0.23
0.09 0.00 -0.07
0.04 0.01 0.00
-0.07 0.01 0.07
-0.02 0.00 0.09
0.04 -0.01 0.08
-0.01 0.08 0.00
-0.49 0.05 0.18
0.17 0.35 -0.23
-0.11 -0.33 0.24
0.28 0.23 -0.13
0.24 0.30 -0.37
-0.02 0.00 0.12
-0.15 -0.10 -0.02
-0.10 -0.16 0.10
-0.02 0.04 0.01
-0.05 -0.16 -0.03
-0.04 -0.04 -0.03
-0.04 -0.01 0.06
-0.01 -0.01 0.14
0.08 0.10 -0.20
0.28 0.01 0.12
0.44 0.10 -0.03
-0.07 -0.10 0.04
0.04 -0.06 -0.03
-0.17 -0.03 0.12
0.02 -0.02 -0.09
-0.15 0.03 -0.12
0.00 -0.20 -0.27

=====

Entry 4:
2 unconnected molecules or ions with the total composition CIN3S in a non-equilibrium geometry. Source: OMol25; level of theory: ωB97M-V/def2-TZVPD.

SMILES string: N#[N+][S-].N#CI
gap between HOMO and LUMO: 9.29 eV
LUMO energy: -0.7 eV
total charge: 0
HOMO level: -0.3670 hartree

Each line ends with the Mulliken charge.
Cartesian coordinates (Å):
N1 2.465 1.678 -1.363  -0.199
N2 1.922 1.121 -0.545  0.261
S1 1.225 0.264 0.474  -0.061
N3 -1.405 -2.000 -0.458  -0.325
C1 -1.696 -1.125 0.206  0.011
I1 -2.511 0.063 1.686  0.313

Force components x, y, z for each atom (eV/Å):
-0.71 -0.38 1.13
2.49 2.31 -3.76
-1.63 -1.86 2.64
0.67 -1.19 -1.30
-1.42 1.71 2.33
0.60 -0.59 -1.03

=====

Entry 5:
3 unconnected molecules or ions with the total composition C19H50N7O7P3 in a non-equilibrium geometry. Source: OMol25; level of theory: ωB97M-V/def2-TZVPD.

SMILES string: O=C([O-])[N@@H+]1CCCC[C@@H]1CP(=O)(O)O.CN(C)P(=O)(N(C)C)N(C)C.CN(C)P(=O)(N(C)C)N(C)C
gap between HOMO and LUMO: 6.73 eV
LUMO energy: -1.2 eV
total charge: 0
HOMO level: -0.2916 hartree

Each line ends with the Mulliken charge.
Cartesian coordinates (Å):
O1 -5.582 -2.053 3.540  -0.631
C1 -4.699 -1.880 4.559  0.382
O2 -5.061 -0.903 5.596  -0.563
N1 -3.439 -2.737 4.537  0.079
C2 -3.708 -4.211 4.876  -0.488
C3 -4.046 -4.477 6.458  -0.488
C4 -3.627 -3.262 7.475  -0.703
C5 -2.372 -2.351 6.945  -0.540
C6 -2.278 -2.167 5.320  -0.169
C7 -1.927 -0.584 4.931  -0.688
P1 -0.043 -0.229 4.849  0.811
O3 0.594 0.008 6.289  -0.687
O4 0.857 -1.527 4.110  -0.501
O5 0.330 1.220 3.892  -0.523
H1 -3.129 -2.751 3.518  0.438
H2 -4.502 -4.666 4.130  0.324
H3 -2.674 -4.766 4.659  0.284
H4 -3.407 -5.430 6.786  0.311
H5 -5.175 -4.789 6.544  0.294
H6 -4.573 -2.546 7.564  0.284
H7 -3.477 -3.710 8.565  0.376
H8 -2.346 -1.301 7.488  0.296
H9 -1.380 -2.909 7.304  0.273
H10 -1.313 -2.779 4.972  0.262
H11 -2.496 -0.249 3.951  0.434
H12 -2.354 0.092 5.810  0.384
H13 0.843 -2.280 4.800  0.350
H14 1.318 1.167 3.670  0.317
C8 5.245 -2.068 -1.575  -1.175
N2 3.845 -1.849 -1.875  0.344
C9 3.558 -2.176 -3.265  -0.997
P2 2.538 -2.062 -0.824  0.657
O6 2.604 -3.609 -0.844  -0.855
N3 2.876 -1.946 0.852  0.429
C10 4.188 -1.721 1.433  -1.142
C11 2.179 -2.936 1.685  -0.998
N4 2.463 -0.284 -0.801  0.332
C12 3.497 0.701 -1.053  -0.907
C13 1.273 0.283 -0.180  -1.305
H15 5.868 -1.562 -2.317  0.394
H16 5.502 -3.127 -1.558  0.318
H17 5.550 -1.615 -0.637  0.386
H18 2.898 -1.414 -3.694  0.171
H19 3.064 -3.148 -3.361  0.297
H20 4.457 -2.206 -3.898  0.354
H21 4.871 -2.549 1.222  0.360
H22 4.124 -1.618 2.526  0.343
H23 4.626 -0.783 1.103  0.227
H24 2.706 -3.900 1.682  0.353
H25 1.159 -3.099 1.325  0.303
H26 2.094 -2.595 2.723  0.227
H27 4.392 0.545 -0.451  0.222
H28 3.158 1.722 -0.834  0.401
H29 3.784 0.708 -2.111  0.228
H30 1.449 0.515 0.875  0.350
H31 0.436 -0.421 -0.238  0.378
H32 0.947 1.195 -0.692  0.398
C14 -2.810 3.726 -3.482  -1.128
N5 -1.610 4.481 -3.780  0.369
C15 -1.569 5.712 -3.004  -1.140
P3 -0.090 3.853 -4.173  0.672
O7 0.223 3.358 -2.739  -0.867
N6 -0.063 2.281 -4.855  0.273
C16 -1.225 1.442 -5.082  -1.097
C17 1.024 1.422 -4.364  -1.277
N7 -0.449 4.422 -5.820  0.005
C18 -1.723 4.657 -6.473  -0.829
C19 0.673 4.397 -6.749  -1.112
H33 -3.688 4.371 -3.575  0.389
H34 -2.789 3.296 -2.481  0.312
H35 -2.999 2.936 -4.202  0.365
H36 -1.229 6.537 -3.639  0.320
H37 -0.886 5.635 -2.151  0.265
H38 -2.551 6.007 -2.606  0.380
H39 -1.714 1.165 -4.143  0.378
H40 -0.946 0.509 -5.594  0.355
H41 -1.942 1.908 -5.752  0.223
H42 0.763 0.961 -3.401  0.396
H43 1.945 1.996 -4.232  0.299
H44 1.253 0.621 -5.076  0.480
H45 -2.394 3.800 -6.422  0.242
H46 -1.604 4.886 -7.540  0.386
H47 -2.231 5.527 -6.042  0.232
H48 0.685 3.468 -7.329  0.325
H49 1.622 4.472 -6.208  0.331
H50 0.643 5.245 -7.441  0.442

Force components x, y, z for each atom (eV/Å):
6.00 -0.30 4.77
-9.10 5.36 -0.08
3.95 -5.93 -4.89
0.41 0.17 -0.78
0.91 -2.10 0.43
0.45 -0.80 0.15
-1.67 0.77 -0.05
0.61 -0.77 0.98
2.98 0.66 1.11
-1.63 0.31 -0.13
4.27 1.84 3.69
-2.80 -1.21 -4.86
-2.44 0.80 2.11
0.30 -3.78 0.82
-0.78 0.18 1.39
1.53 1.41 1.65
-2.19 1.35 0.30
-1.43 1.98 -0.93
2.24 0.90 0.01
2.12 -1.45 -0.34
0.08 1.00 -2.49
-0.29 -2.23 -1.29
-2.01 1.28 -0.97
-2.37 0.99 0.55
1.29 -0.70 1.86
1.05 -1.37 -2.00
0.25 1.79 -1.35
-1.87 0.00 0.55
0.02 -0.12 0.41
1.55 0.66 -1.59
-0.46 0.02 -0.30
6.43 0.30 2.20
-3.38 0.89 -1.26
-1.24 -0.57 2.17
-0.07 0.66 -0.01
0.12 -0.39 -0.15
-2.76 -0.52 -0.21
0.24 0.07 -1.33
-0.28 0.05 0.01
-0.17 -0.11 -0.22
0.24 -0.20 0.04
-0.18 -0.12 0.15
-0.14 -0.01 -0.07
0.05 -0.05 -0.04
-0.12 0.12 0.46
0.13 -0.07 0.00
-0.28 -0.15 -0.25
0.13 -0.03 -0.23
-0.13 -0.08 -0.05
0.18 -0.06 -0.02
0.26 0.15 -0.44
0.05 -0.24 -0.02
-0.39 -0.33 0.08
0.14 0.04 0.20
0.01 0.05 0.06
0.11 0.06 0.10
0.03 -0.08 0.01
0.08 -0.44 -0.03
-1.91 1.16 0.19
0.37 0.45 0.03
-5.67 -3.84 -0.09
2.70 2.37 -0.79
1.79 -1.74 -0.45
-0.12 0.23 -0.62
0.02 0.16 0.38
2.68 0.90 0.08
-0.56 1.13 0.52
0.26 -0.02 -0.03
0.15 0.22 0.16
-0.17 -0.16 0.19
0.23 -0.12 0.03
0.11 0.09 0.03
-0.05 0.01 0.06
0.20 -0.35 -0.30
-0.11 -0.06 0.09
0.24 0.27 0.19
-0.17 0.15 0.13
0.16 -0.03 0.04
-0.17 -0.07 0.11
-0.25 0.15 -0.11
0.02 -0.06 0.21
0.45 -0.10 0.21
-0.10 -0.22 -0.08
-0.02 -0.01 -0.06
-0.11 -0.09 -0.10
0.00 -0.06 0.09

=====

Entry 6:
4 unconnected molecules or ions with the total composition C4H14O2S2 in a non-equilibrium geometry. Source: OMol25; level of theory: ωB97M-V/def2-TZVPD.

gap between HOMO and LUMO: 4.16 eV
LUMO energy: -4.4 eV
total charge: 0
HOMO level: -0.3129 hartree

Each line ends with the Mulliken charge.
Cartesian coordinates (Å):
C1 -1.012 1.934 0.030  -0.566
C2 -1.155 1.735 1.534  -0.936
C3 -1.070 0.651 -0.751  0.525
S1 -2.110 -0.678 -0.260  -0.208
S2 1.993 0.611 0.649  -0.095
C4 2.400 -0.465 -0.656  -0.753
H1 -1.673 2.720 -0.351  0.352
H2 -0.014 2.362 -0.089  0.301
H3 -0.524 0.865 1.783  0.126
H4 -0.960 2.538 2.237  0.335
H5 -2.139 1.315 1.789  0.350
H6 -1.261 0.795 -1.822  0.495
H7 -0.049 0.150 -0.734  -0.790
H8 3.480 -0.706 -0.607  0.355
H9 1.956 -1.454 -0.477  0.288
H10 2.123 -0.223 -1.684  0.317
H11 -0.227 -1.817 1.468  0.324
H12 1.051 -1.224 1.946  0.257
O1 0.554 -2.043 1.985  -0.628
H13 -0.759 -1.776 -1.523  0.239
H14 -0.533 -2.979 -2.484  0.267
O2 -0.072 -2.311 -1.981  -0.556

Force components x, y, z for each atom (eV/Å):
0.56 1.41 1.06
-0.88 -1.68 0.06
-1.01 -0.45 -0.23
0.21 0.58 0.27
-0.96 0.51 -0.39
0.59 -1.92 -0.55
-0.37 -0.44 -0.05
0.00 -0.06 -0.42
0.36 0.26 0.19
0.29 0.35 -0.45
-0.02 0.36 -0.14
0.51 0.12 0.01
0.73 0.16 0.61
-0.18 0.35 -0.06
-0.08 0.07 0.09
0.20 0.62 0.21
-0.29 -0.24 -0.02
0.46 0.27 0.14
-0.24 -0.08 -0.11
0.16 -0.69 -0.48
-0.28 -0.19 -0.12
0.25 0.66 0.40

=====

How do the records compare in E_tot? In the order shown, they have -2882.28869 -3391.61151 -5344.52418 -898.19083 -2687.56881 -1107.47751 a.u..